Molecular formula: C24H56N2NiO6
Method: DFT, ωB97M-V/def2-TZVPD

Summary:
gap between HOMO and LUMO (alpha / beta): 4.77 / 3.86 eV
multiplicity: 3
energy: -3016.7399 a.u.
LUMO (alpha / beta): 0.71 / -0.19 eV
charge: 0

Each line ends with the Löwdin spin population.
Element x y z (Å)
O: -4.926 1.848 -1.226  0.000
O: -3.355 -2.013 -3.581  0.000
O: 0.092 3.386 1.248  0.630
H: 0.976 5.838 5.240  0.000
H: 0.265 3.653 -4.533  0.000
N: 2.276 -4.239 -1.339  0.300
C: -4.750 -3.617 1.424  0.000
H: -3.128 -2.938 -3.463  0.000
H: -6.970 1.323 -1.006  0.000
C: 1.564 -5.137 0.920  0.001
H: 4.836 -4.283 0.192  0.000
H: -2.034 5.413 0.801  0.000
C: 0.390 3.301 4.330  0.001
H: 2.512 3.896 2.288  0.001
O: 1.610 -2.993 -1.235  0.624
H: 2.992 3.960 4.049  0.001
H: -1.433 6.921 0.065  0.000
H: 1.568 7.418 3.526  0.000
H: 0.457 2.345 3.811  -0.001
H: -4.042 -1.903 4.405  0.000
C: 2.526 -3.897 -3.808  0.001
H: 4.001 -4.470 1.770  0.002
H: 5.444 -3.805 -2.134  0.000
C: 2.747 -4.839 -0.074  0.023
C: -4.086 -2.729 3.694  0.000
C: 3.898 -4.152 0.733  0.014
C: 4.288 -6.306 -1.529  0.000
H: 3.769 -3.074 0.828  0.002
H: 0.139 7.889 4.204  0.000
H: 1.117 2.205 -3.988  0.000
H: 1.990 -5.789 1.682  0.000
C: -0.166 7.163 2.256  -0.001
C: 1.347 6.102 0.699  0.013
C: 3.279 -6.252 -0.378  0.001
H: 2.169 -2.869 -3.742  -0.001
H: -4.945 2.586 -0.612  0.000
H: 1.240 6.906 -0.030  0.001
C: -3.757 -1.873 -4.907  0.000
C: -1.158 5.920 0.396  0.000
C: 0.269 2.564 -4.571  0.000
H: 0.619 3.308 5.396  0.000
H: 4.378 -2.412 -1.871  0.001
H: 0.722 -5.662 0.470  0.000
H: -5.203 -1.630 2.050  0.000
H: -2.556 -2.272 2.383  0.000
H: 2.095 6.626 1.295  0.000
O: -0.930 2.123 -4.042  0.000
H: 3.656 -6.611 0.579  0.000
Ni: -1.573 0.115 -1.199  0.002
H: 2.833 5.349 3.104  0.000
H: -0.691 3.361 4.457  0.000
H: -4.822 -2.086 -5.001  0.000
H: 4.595 -7.349 -1.599  0.000
H: 1.737 -4.640 -3.923  0.000
H: -3.315 -3.499 3.665  0.000
H: -6.496 1.196 -2.587  0.000
H: -0.931 5.451 -0.562  0.000
H: -1.223 7.428 2.224  0.000
H: -3.183 -2.525 -5.566  0.000
H: -0.543 5.547 4.699  0.001
C: 3.802 -5.681 -2.717  0.000
C: 2.368 4.375 3.257  0.010
C: 0.846 4.473 3.467  0.017
C: 0.450 5.731 4.291  0.000
H: 0.379 7.945 1.727  0.000
H: -3.918 -4.319 1.378  0.000
C: 3.270 -4.222 -2.467  0.020
H: -6.480 2.779 -1.981  0.000
C: -6.239 1.757 -1.689  0.000
C: -4.427 -2.375 2.224  0.000
H: -3.360 -0.999 -5.423  0.000
N: -0.007 4.569 2.160  0.305
H: 5.183 -5.730 -1.294  0.000
H: 0.309 2.272 -5.621  0.000
C: 0.015 5.866 1.382  0.019
H: -5.216 -3.588 0.439  0.000
H: 3.271 -4.047 -4.589  0.000
C: 4.491 -3.353 -2.409  0.010
H: -5.018 -3.206 3.994  0.000
H: -1.541 2.635 -4.577  0.000
O: -3.177 -1.982 1.711  0.000
C: 0.541 7.064 3.616  0.000
H: 1.751 5.237 0.173  0.002
H: -5.574 -4.145 1.904  0.000
H: 2.509 -6.917 -0.770  0.001
H: 4.869 -3.032 -3.380  0.001
H: 1.083 -4.332 1.475  0.000
H: 3.068 -6.348 -3.169  0.000
H: 4.571 -5.705 -3.490  0.000